# 1
This record from OMol25 describes a cluster of 5 separate species, C64H144NO3P4 in total. The level of theory is ωB97M-V/def2-TZVPD.

Structure (ORCA input):
```
! RIJCOSX wB97M-V def2-TZVPD def2/J DEFGRID3
* xyz 3 1
C 2.9142 -4.5507 0.2667
C 3.2235 -3.1388 -0.1268
C 4.4121 -3.1640 -1.1316
C 4.0362 -3.5507 -2.5467
P 5.1106 -2.9293 -3.8262
C 4.9613 -1.1161 -3.9225
C 3.5699 -0.4652 -3.6595
C 3.6980 1.0272 -4.1277
C 3.5240 1.2029 -5.6432
C 4.7921 -3.6224 -5.4038
C 3.3095 -3.4160 -5.8841
C 3.2678 -2.2647 -6.9098
C 1.8463 -2.0338 -7.4333
C 6.9022 -3.2082 -3.3608
C 7.8952 -2.3502 -4.1356
C 9.3450 -2.6693 -3.8227
C 9.7202 -2.4651 -2.3575
H 1.9292 -4.6476 0.6614
H 3.6609 -4.8961 1.0145
H 3.0913 -5.1315 -0.6182
H 3.4848 -2.5108 0.7620
H 2.4299 -2.5419 -0.5400
H 5.1723 -3.7826 -0.7820
H 4.8524 -2.1333 -1.2125
H 3.0064 -3.2131 -2.8350
H 3.9918 -4.6274 -2.6468
H 5.3734 -0.9234 -4.9093
H 5.6500 -0.6334 -3.2370
H 3.3677 -0.6149 -2.6027
H 2.7295 -0.9657 -4.1483
H 4.5974 1.5349 -3.8095
H 2.8862 1.5636 -3.6645
H 4.2081 0.6534 -6.2496
H 3.6956 2.2286 -6.0187
H 2.5159 0.8797 -5.8580
H 4.9531 -4.7000 -5.2261
H 5.5082 -3.1202 -6.0617
H 2.5556 -3.1258 -5.0757
H 2.9414 -4.3552 -6.3428
H 4.0001 -2.3446 -7.7291
H 3.5130 -1.3608 -6.3780
H 1.1269 -2.0943 -6.6811
H 1.6497 -2.9549 -8.0050
H 1.7588 -1.1279 -8.0725
H 7.0883 -4.2687 -3.5702
H 6.9141 -3.0894 -2.2991
H 7.8110 -1.2901 -3.9486
H 7.7639 -2.4448 -5.2058
H 9.9106 -1.9384 -4.4363
H 9.6787 -3.6593 -4.1927
H 10.8213 -2.5169 -2.3693
H 9.2231 -3.1574 -1.6001
H 9.3595 -1.3764 -2.1482
C -0.3518 -1.2169 -2.7143
C -0.4801 -2.7103 -3.0573
C -1.1502 -3.4902 -1.9420
C -2.5147 -2.9006 -1.6486
P -3.2768 -3.6808 -0.1539
C -4.0126 -5.2347 -0.7685
C -4.7199 -6.0533 0.3536
C -4.9073 -7.5316 -0.0720
C -5.9968 -7.6579 -1.1585
C -2.0074 -3.7933 1.1843
C -2.4102 -3.8419 2.6812
C -1.2649 -3.9539 3.6311
C -1.7276 -4.0278 5.0656
C -4.5419 -2.6824 0.5198
C -5.6640 -2.2089 -0.4115
C -5.4136 -0.7883 -1.0423
C -6.4688 -0.2010 -1.9501
H -0.0315 -1.1541 -1.6847
H -1.3297 -0.7484 -2.7754
H 0.4494 -0.7455 -3.2434
H 0.5136 -3.0029 -3.2551
H -1.0379 -2.8236 -3.9760
H -0.5102 -3.4865 -1.0620
H -1.2248 -4.5116 -2.2579
H -3.2557 -2.8732 -2.4177
H -2.4650 -1.8592 -1.3262
H -3.0576 -5.6370 -1.1058
H -4.7093 -4.9498 -1.6130
H -5.7387 -5.5606 0.4309
H -4.1258 -5.9312 1.3316
H -5.2041 -8.1098 0.7877
H -3.9151 -7.8847 -0.2646
H -6.7746 -6.8650 -1.0962
H -6.4917 -8.6451 -0.9843
H -5.5897 -7.6893 -2.2119
H -1.4522 -2.8981 0.8626
H -1.4091 -4.7042 0.9877
H -2.9634 -4.7873 2.8138
H -3.0654 -3.0051 2.9909
H -0.5249 -3.2307 3.5629
H -0.7589 -4.9044 3.3711
H -2.4692 -4.7742 5.3302
H -2.2405 -3.0725 5.2922
H -0.7911 -4.2304 5.6345
H -4.0431 -1.8484 1.0618
H -4.9957 -3.2542 1.3567
H -6.4741 -2.2145 0.3306
H -5.9133 -2.9868 -1.1552
H -4.4664 -0.8437 -1.5686
H -5.2116 -0.1390 -0.1496
H -6.7980 -0.9114 -2.7211
H -6.1139 0.7282 -2.2853
H -7.3690 0.0466 -1.3693
C 2.0259 0.6251 -0.5439
C 3.4885 0.7398 -0.0755
C 3.4553 1.2267 1.3736
C 2.3188 0.7272 2.2425
P 2.4475 1.1693 3.9853
C 3.9341 0.4645 4.7319
C 4.1781 -1.0624 4.5232
C 5.1475 -1.5821 5.5343
C 4.6161 -1.6609 6.9557
C 2.5557 2.9527 4.3235
C 1.3497 3.6324 3.7497
C 1.1187 5.0223 4.2839
C 0.5402 4.9105 5.7564
C 0.9673 0.4220 4.7570
C -0.3855 0.4147 4.0929
C -1.5322 0.6412 5.0576
C -2.7963 0.4167 4.1721
H 1.5508 1.6365 -0.5529
H 1.4751 -0.1041 0.0653
H 2.0570 0.2939 -1.5648
H 4.0393 1.3656 -0.7704
H 3.9863 -0.2275 -0.0702
H 3.3635 2.2710 1.3041
H 4.4505 1.0827 1.9132
H 2.4094 -0.3599 2.3506
H 1.3422 1.0416 1.8730
H 3.9684 0.6938 5.7773
H 4.8073 0.9163 4.2490
H 4.4678 -1.2219 3.4684
H 3.1646 -1.4717 4.7615
H 6.0430 -0.9938 5.6292
H 5.5849 -2.5301 5.1301
H 5.2552 -2.2108 7.5506
H 3.7044 -2.1864 6.9797
H 4.6652 -0.6704 7.3933
H 3.4372 3.4217 3.9521
H 2.6161 3.0786 5.3779
H 0.4101 3.1187 3.9440
H 1.3926 3.5291 2.6275
H 0.4248 5.4819 3.5878
H 2.0955 5.5302 4.2297
H -0.4151 4.3241 5.7620
H 0.4376 5.9175 6.1954
H 1.2619 4.3178 6.3602
H 0.9405 0.7385 5.7758
H 1.2705 -0.6032 4.8557
H -0.4740 -0.4698 3.4601
H -0.5863 1.2622 3.4502
H -1.4436 1.6756 5.4215
H -1.5179 -0.0381 5.9352
H -2.8181 -0.6208 3.7818
H -2.9274 1.0367 3.2656
H -3.7678 0.4858 4.6659
C -6.7475 1.4648 2.1952
C -5.5798 2.4920 2.3380
C -4.9030 2.7660 1.0526
C -3.6685 3.5651 1.2882
P -2.9127 4.5784 0.0318
C -3.9769 5.8405 -0.7680
C -4.9859 6.6814 0.0584
C -4.4646 7.4567 1.2907
C -5.5091 8.4870 1.8563
C -2.1090 3.5368 -1.1583
C -3.1057 2.5475 -1.7900
C -2.7749 2.2256 -3.2391
C -3.9591 1.6312 -4.0587
C -1.5822 5.4845 0.8471
C -0.5227 6.0221 -0.1767
C 0.5491 7.0186 0.4113
C 1.2636 7.8341 -0.6987
H -7.7293 1.9217 2.1285
H -6.8159 0.7705 3.0475
H -6.6505 0.8621 1.2064
H -4.8962 1.9881 3.0117
H -5.9141 3.4373 2.8129
H -5.5469 3.2633 0.3652
H -4.6415 1.8792 0.4744
H -2.8093 2.9604 1.5782
H -3.8055 4.2984 2.1154
H -4.4912 5.1799 -1.4483
H -3.3135 6.4980 -1.3250
H -5.7365 6.0211 0.4336
H -5.4059 7.5040 -0.6059
H -3.5474 7.9600 1.0362
H -4.1985 6.7890 2.1299
H -5.6826 9.3774 1.2970
H -4.9859 8.9240 2.6891
H -6.4657 8.0392 2.1316
H -1.3218 3.0920 -0.6281
H -1.7402 4.2412 -1.9319
H -4.0343 3.1149 -1.7084
H -3.1837 1.6209 -1.2121
H -1.9989 1.4855 -3.2502
H -2.3878 3.0957 -3.8098
H -4.1612 0.6103 -3.8976
H -3.7397 1.6680 -5.1013
H -4.9119 2.1989 -3.9744
H -1.0607 4.8441 1.5740
H -1.8768 6.3644 1.3780
H -0.9645 6.5026 -1.0477
H -0.0090 5.0944 -0.5040
H 1.3458 6.4443 0.8778
H 0.0815 7.6144 1.2039
H 1.8840 7.1062 -1.3101
H 2.0163 8.5555 -0.3009
H 0.5427 8.2107 -1.4222
N -1.1069 0.2741 0.8656
O -0.2033 -0.6255 1.0638
O -0.7464 1.5105 1.1188
O -2.1795 -0.0184 0.3260
*
```

E_HOMO	-0.55147	hartree
LUMO energy	-4.85	eV
E	-113467.6021	eV
energy relative to the best compared isomer or geometry (same formula, charge and spin)	67.53	kcal per mole
Kohn-Sham gap	10.15	eV


# 2
This record from OMol25 describes a structure of composition C3H7NO. The level of theory is ωB97M-V/def2-TZVPD.

Structure (ORCA input):
```
! RIJCOSX wB97M-V def2-TZVPD def2/J DEFGRID3
* xyz 0 1
C 0.7188 0.9707 -1.1317
O -0.6664 1.2731 -0.9307
C -1.4640 0.4818 -0.2125
N -1.1281 -0.5534 0.5413
C 0.1342 -1.1216 1.0347
H 1.2947 1.0932 -0.2108
H 0.8489 -0.0418 -1.5254
H 1.0701 1.6905 -1.8732
H -2.1513 0.0986 0.7945
H -0.1213 -1.8312 1.8257
H 0.6388 -1.6798 0.2394
H 0.8258 -0.3801 1.4488
*
```

E_HOMO	-0.31155	hartree
LUMO energy	0.85	eV
E	-6757.6750	eV
energy relative to the best compared isomer or geometry (same formula, charge and spin)	117.04	kcal per mole
Kohn-Sham gap	9.33	eV


# 3
This record from OMol25 describes the molecule CH3BrI2Si. The level of theory is ωB97M-V/def2-TZVPD.

Structure (ORCA input):
```
! RIJCOSX wB97M-V def2-TZVPD def2/J DEFGRID3
* xyz 0 1
Br -2.4739 0.7919 -0.1205
C -0.4079 0.8521 -0.4157
Si 0.2808 -0.7778 0.1908
I 0.2602 -0.9528 2.6624
I 2.6696 -0.9113 -0.5707
H -0.0484 1.1153 -1.4660
H -0.1764 1.8216 0.1164
H -0.1041 -1.9388 -0.3966
*
```

E_HOMO	-0.35515	hartree
LUMO energy	-0.26	eV
E	-95208.5882	eV
SMILES	BrC[SiH](I)I
energy relative to the best compared isomer or geometry (same formula, charge and spin)	37.55	kcal per mole
Kohn-Sham gap	9.41	eV